#i
25
Properties=species:S:1:pos:R:3 method="wB97M-V/def2-TZVPD" spin_multiplicity=1 homo_lumo_gap_ev="6.3 / 6.2" lumo_energy_ev="-0.48 / -0.50"
C -1.26625 0.07152 -1.48696
C -1.93420 1.32760 -0.82317
C 0.24303 0.28397 -1.81906
C -1.07142 1.59374 0.41097
C 1.32503 -1.38117 1.13868
C 1.92895 -0.59757 -0.04843
C 0.36495 -0.39868 1.83554
C 0.88827 0.45960 -0.36038
C -0.27334 0.30408 0.58576
N -1.11070 -1.89058 0.12186
N -1.02645 -0.66263 -0.22820
H -1.95232 2.11905 -1.61944
H -3.02568 0.95693 -0.64305
H 0.62149 -0.64046 -2.25796
H 0.28496 1.22626 -2.47432
H -0.44270 2.48770 0.19193
H -1.62760 1.65013 1.34167
H 0.61693 -2.11485 0.76697
H 2.19391 -1.73759 1.64495
H 2.89673 -0.24251 0.36962
H 1.99534 -1.36311 -0.82174
H -0.49033 -0.65551 2.49523
H 0.92999 0.35295 2.37796
H 1.31159 1.38566 -0.04271
H -1.38017 -2.53453 -0.65572

#ii
25
Properties=species:S:1:pos:R:3 method="wB97M-V/def2-TZVPD" spin_multiplicity=1 homo_lumo_gap_ev=8.4 lumo_energy_ev=0.13
C -2.19413 1.24930 -1.55049
C -3.03091 -0.69816 -1.80997
C -1.28100 0.35170 -1.10118
C 1.61694 1.34748 -0.99431
C 0.87650 0.90114 -0.02325
C 1.00110 -0.84146 1.72867
C 2.33372 1.27584 1.90771
C -1.22901 -2.15328 -0.89077
C 1.01352 0.65735 1.41410
N -3.28432 0.57023 -2.00396
N -1.80865 -0.89403 -1.25498
H -2.14786 2.31700 -1.60304
H -3.69346 -1.50477 -2.04988
H 2.63953 1.67534 -0.82509
H 1.27699 1.43184 -2.01088
H 1.22370 -1.00217 2.77916
H 1.75100 -1.35782 1.13498
H 0.02994 -1.27078 1.51031
H 2.45216 1.08442 2.96945
H 3.17422 0.82830 1.38253
H 2.34477 2.34779 1.74209
H -1.70666 -2.94735 -1.46365
H -0.15910 -2.14969 -1.09901
H -1.38176 -2.35741 0.17340
H 0.18279 1.13920 1.93806

#iii
25
Properties=species:S:1:pos:R:3 method="wB97M-V/def2-TZVPD" spin_multiplicity=1 homo_lumo_gap_ev=9.5 lumo_energy_ev=0.55 smiles="C=C(C)C(C)C.N#CC=C=N"
C 3.31776 0.61229 0.03576
C 3.52441 -1.56032 -0.62081
C -1.68628 -1.23877 0.93977
C -1.25590 -0.84281 -1.41626
C 0.40642 0.62408 1.71875
C 0.09993 1.59249 -0.54350
C 2.79764 -0.41131 -0.60877
C -0.62929 -0.79206 -0.00843
C 0.13176 0.39863 0.39429
N 3.95248 1.50836 0.56469
N 4.03433 -2.60090 -0.50398
H -1.31652 -1.83703 1.66070
H -2.26176 -1.87973 0.39047
H -2.20693 -0.40459 1.38440
H -0.57235 -0.29864 -2.03784
H -1.52108 -1.79344 -1.83497
H -2.08021 -0.22785 -1.35907
H 0.77156 1.60612 2.05389
H 0.52224 -0.22870 2.40795
H 3.77864 1.90250 1.54036
H 0.43298 1.44459 -1.56429
H 0.84797 2.35213 -0.10947
H -0.93970 2.07811 -0.62705
H 2.19698 -0.37904 -1.42447
H 0.10428 -1.68583 0.07650

The structure with the greatest stability is #iii.

#i
8
Properties=species:S:1:pos:R:3 method="wB97M-V/def2-TZVPD" spin_multiplicity=1 homo_lumo_gap_ev=9.8 lumo_energy_ev=0.14 smiles="[O-][N+]#CCl.C=O"
C 2.13918 -0.41728 0.15349
C -1.65103 0.75342 0.05989
N 1.46482 -1.34477 -0.06415
O -0.80206 1.35944 -0.52984
O 0.99551 -2.41777 -0.02444
Cl 2.20838 1.20758 0.01844
H -1.78763 -0.31498 -0.07470
H -2.56717 1.17435 0.46132

#ii
8
Properties=species:S:1:pos:R:3 method="wB97M-V/def2-TZVPD" spin_multiplicity=1 homo_lumo_gap_ev=10.3 lumo_energy_ev=0.33
C -1.73525 0.11273 -2.77199
C 0.49217 -0.14501 -1.02534
N -0.46995 0.67799 -0.91591
O -1.66791 0.96151 -3.53023
O -1.14532 0.71453 0.22228
Cl 0.99378 -0.24913 -2.65813
H -1.18304 -0.19110 0.68210
H 0.66324 -0.85967 -0.26680

#iii
8
Properties=species:S:1:pos:R:3 method="wB97M-V/def2-TZVPD" spin_multiplicity=1 homo_lumo_gap_ev=8.6 lumo_energy_ev=-1.55 smiles="O=[N+]([O-])/C=C/Cl"
C -0.49802 0.11652 0.26469
C -0.07528 0.13474 -1.17641
N 0.43898 -0.21785 1.11493
O 1.59662 -0.30254 0.69307
O 0.09660 -0.54895 2.24812
Cl -1.01767 0.77021 -2.40541
H -1.52144 0.28524 0.72043
H 0.98020 -0.23736 -1.45942

The structure with the greatest stability is #ii.

#i
8
Properties=species:S:1:pos:R:3 method="wB97M-V/def2-TZVPD" spin_multiplicity=1 homo_lumo_gap_ev=10.6 lumo_energy_ev=0.83 smiles=F[C@@]1(Br)CN1
C -0.76133 -0.20492 0.36804
C 0.62557 -0.26915 -0.20772
N 0.15129 0.91311 0.45958
F 1.69809 -0.87841 0.31837
Br 0.70264 -0.45296 -2.15184
H -1.64521 -0.17375 -0.14148
H -0.77269 -0.82202 1.36990
H 0.00165 1.88809 -0.01485

#ii
8
Properties=species:S:1:pos:R:3 method="wB97M-V/def2-TZVPD" spin_multiplicity=1 homo_lumo_gap_ev=10.8 lumo_energy_ev=0.74 smiles=F[C@@]1(Br)CN1
C 0.01210 -0.15608 0.41022
C -1.33275 -0.65156 0.03088
N -0.32407 -0.38680 -0.94643
F -1.79365 -2.15166 0.09242
Br -2.94925 0.34478 0.00571
H 0.19559 0.96970 0.73977
H 0.65816 -0.85745 0.91429
H -0.46263 0.13773 -1.80539

The structure with the greatest stability is #i.